P) 12
Properties=species:S:1:pos:R:3 method="wB97M-V/def2-TZVPD" spin_multiplicity=1 smiles="O=c1[nH]cnn1CF"
F -0.297 -1.154 -2.725
O -1.110 -1.360 0.793
N 0.239 0.163 1.629
N 0.317 -0.128 -0.645
N 1.328 1.076 -0.170
C -0.581 -0.399 -1.604
C -0.252 -0.556 0.622
C 1.214 0.972 1.120
H -0.059 -0.218 2.498
H 1.574 1.649 1.915
H -1.643 -0.559 -1.277
H -0.732 0.514 -2.158



Q) 12
Properties=species:S:1:pos:R:3 method="wB97M-V/def2-TZVPD" spin_multiplicity=1 smiles=OCc1n[nH]nc1F
F 1.635 1.946 -0.154
O -2.331 -0.018 -0.419
N 1.490 -1.374 -0.069
N 2.228 -0.282 -0.180
N 0.188 -1.215 0.046
C -1.334 0.741 0.187
C 0.022 0.116 0.038
C 1.310 0.660 -0.101
H -1.353 1.745 -0.297
H -2.210 -0.937 -0.168
H 1.883 -2.286 -0.140
H -1.529 0.902 1.257



Referenced to the most stable arrangement, the calculated values in kJ/mol are P) 131.0; Q) 0.0.



P) 25
Properties=species:S:1:pos:R:3 method="wB97M-V/def2-TZVPD" spin_multiplicity=1 smiles="CC(C)(C)C.CC(=O)O"
O -1.775 0.998 -0.423
O -2.436 -1.202 -0.406
C -3.925 0.262 0.502
C 1.927 0.156 1.388
C 1.061 1.404 -0.771
C -2.603 0.165 -0.189
C 0.212 -1.004 -0.302
C 1.406 -0.003 -0.139
C 2.811 -0.541 -0.579
H 3.607 0.241 -0.392
H 0.145 -1.589 -1.239
H 2.922 0.652 1.537
H 2.843 -0.793 -1.701
H 1.774 2.032 -0.648
H -4.697 -0.582 0.009
H -4.263 1.334 0.278
H 1.065 0.720 1.885
H 0.225 1.933 -0.207
H 0.604 1.435 -1.873
H -0.767 -0.405 -0.178
H -1.646 -1.348 -1.086
H 0.076 -1.850 0.571
H -3.862 0.119 1.631
H 3.257 -1.376 0.253
H 2.038 -0.758 2.077



Q) 25
Properties=species:S:1:pos:R:3 method="wB97M-V/def2-TZVPD" spin_multiplicity=1 smiles="CC(C)(C)C.CC(=O)O"
O 1.970 2.759 -0.555
O 0.424 1.448 -1.485
C -1.527 -1.456 -0.501
C 1.566 1.842 -1.465
C -1.036 0.571 0.886
C -1.901 -1.343 2.011
C 0.461 -1.311 0.999
C -0.995 -0.952 0.872
C 2.668 1.500 -2.405
H 2.284 0.845 -3.189
H -1.304 -2.513 -0.617
H 3.475 1.008 -1.894
H -0.141 1.053 0.228
H -2.790 -0.535 2.126
H -0.886 -1.139 -1.360
H -2.610 -1.256 -0.754
H 0.893 -0.511 0.238
H -0.932 0.927 1.953
H 1.177 2.930 0.019
H 0.941 -1.151 1.975
H -2.002 1.036 0.453
H 0.533 -2.342 0.627
H -1.187 -1.370 2.929
H 3.045 2.412 -2.869
H -2.127 -2.451 1.777



Referenced to the most stable arrangement, the calculated values in kJ/mol are P) 257.6; Q) 0.0.



P) 21
Properties=species:S:1:pos:R:3 method="wB97M-V/def2-TZVPD" spin_multiplicity=1 charge=+1 smiles="C/N=C/[C@]1(N)[NH+]=C=[S@](C)(=O)O1"
S 1.824 -0.508 -0.127
O 1.597 -1.767 0.428
O 0.813 0.676 0.596
N -0.647 2.260 -0.316
N -1.840 -0.978 -0.172
N 0.133 0.386 -1.568
C 3.476 0.131 0.544
C 1.161 -0.333 -1.841
C -0.299 0.897 -0.172
C -2.948 -1.825 0.109
C -1.455 0.005 0.449
H -2.432 -2.811 -0.041
H -0.488 0.720 -2.315
H -0.001 2.962 -0.116
H 4.230 -0.644 0.718
H 3.107 0.494 1.581
H -3.780 -1.712 -0.493
H -1.446 2.525 0.178
H -3.199 -1.890 1.191
H 3.896 1.006 -0.029
H -1.702 0.406 1.397



Q) 21
Properties=species:S:1:pos:R:3 method="wB97M-V/def2-TZVPD" spin_multiplicity=1 charge=+1
S 3.228 0.383 -0.159
O 3.399 1.502 -1.066
O 3.871 -0.889 -0.458
N 1.487 0.335 -0.038
N -0.627 -0.404 -0.332
N 3.443 0.768 1.393
C -1.380 2.037 -0.189
C -1.236 0.764 -0.375
C -2.967 1.170 -0.406
C 0.792 -0.669 -0.271
C 1.238 -2.074 -0.342
H -2.962 0.350 -1.205
H 4.196 0.318 1.964
H -1.211 -1.156 0.037
H 2.974 1.619 1.704
H -3.213 0.806 0.621
H -1.305 3.020 -0.682
H 2.223 -2.186 -0.631
H 0.785 -2.611 -1.046
H 0.991 -2.467 0.592
H -3.303 2.213 -0.674



Referenced to the most stable arrangement, the calculated values in kJ/mol are P) 0.0; Q) 62.1.



P) 19
Properties=species:S:1:pos:R:3 method="wB97M-V/def2-TZVPD" spin_multiplicity=1 smiles=CCCN(C)C
N -0.452 0.942 -0.020
C -0.089 -0.437 0.301
C 0.991 -1.105 -0.524
C 2.114 -1.770 0.295
C -1.307 0.964 -1.195
C -1.171 1.489 1.128
H 1.826 -2.715 0.762
H 2.969 -1.915 -0.361
H -2.317 1.346 -1.007
H -0.598 1.406 2.044
H -1.451 2.518 0.914
H 0.196 -0.483 1.357
H -0.917 1.546 -1.994
H 2.410 -1.115 1.116
H 1.603 -0.348 -1.031
H 0.624 -1.718 -1.347
H -2.110 0.948 1.295
H -1.527 0.002 -1.670
H -0.977 -1.094 0.333



Q) 19
Properties=species:S:1:pos:R:3 method="wB97M-V/def2-TZVPD" spin_multiplicity=1 smiles="C=CC.CNC"
N 2.051 0.194 -1.292
C 2.232 -0.412 0.018
C 0.622 0.383 -1.553
C -2.360 -0.662 -0.165
C -1.970 0.408 0.685
C -1.112 0.295 1.978
H 0.622 0.868 -2.559
H -2.692 -0.510 -1.241
H 2.541 -0.166 -2.054
H -0.081 -0.550 -1.451
H -0.865 1.273 2.363
H 0.291 1.098 -0.770
H -2.642 -1.669 0.134
H -1.550 -0.358 2.811
H -0.152 -0.105 1.676
H 1.780 0.230 0.726
H -1.999 1.442 0.357
H 3.336 -0.308 0.131
H 1.947 -1.450 0.206



Referenced to the most stable arrangement, the calculated values in kJ/mol are P) 0.0; Q) 151.0.



P) 19
Properties=species:S:1:pos:R:3 method="wB97M-V/def2-TZVPD" spin_multiplicity=1 smiles=CCCCNC
N 0.181 1.451 0.384
C -0.788 0.355 0.396
C 0.968 -1.419 -0.181
C -0.373 2.778 0.599
C 0.430 -2.021 -1.479
C -0.141 -0.971 0.787
H 1.244 -2.418 -2.077
H 0.692 1.407 -0.487
H -1.310 2.679 1.132
H 0.288 3.348 1.251
H -0.198 -1.300 -2.010
H 1.585 -2.148 0.332
H -1.339 0.244 -0.543
H -1.521 0.587 1.167
H -0.920 -1.739 0.851
H 0.340 -0.800 1.745
H -0.535 3.367 -0.309
H -0.200 -2.864 -1.216
H 1.597 -0.537 -0.341



Q) 19
Properties=species:S:1:pos:R:3 method="wB97M-V/def2-TZVPD" spin_multiplicity=1 smiles="C=CC.CNC"
N -2.216 0.029 -0.553
C -2.409 0.096 -2.008
C 1.929 0.948 2.127
C -1.754 -1.317 -0.161
C 2.748 0.520 0.932
C 2.301 -0.059 -0.181
H 2.487 1.685 2.689
H -3.212 -0.544 -2.390
H 1.784 0.090 2.798
H 2.770 0.147 -1.137
H 3.803 0.767 0.873
H -2.555 -2.042 -0.317
H -2.737 1.096 -2.289
H -1.667 -1.272 0.923
H -1.402 0.635 -0.478
H -0.846 -1.583 -0.709
H -1.513 -0.159 -2.594
H 0.959 1.291 1.774
H 1.336 -0.559 -0.275



Referenced to the most stable arrangement, the calculated values in kJ/mol are P) 0.0; Q) 141.5.



P) 9
Properties=species:S:1:pos:R:3 method="wB97M-V/def2-TZVPD" spin_multiplicity=1 charge=-1
Cl 2.927 -0.582 0.589
P 1.602 1.193 -0.189
O 3.521 -2.046 0.135
O 1.957 1.409 -1.597
O 1.803 2.086 0.966
C -0.023 0.323 -0.109
H 0.266 -0.783 0.155
H -0.553 0.364 -1.139
H -0.570 0.946 0.677



Q) 9
Properties=species:S:1:pos:R:3 method="wB97M-V/def2-TZVPD" spin_multiplicity=1 charge=-1
Cl -1.123 -1.575 -0.594
P -0.842 0.349 0.372
O -1.818 1.193 -0.354
O 0.173 -2.482 -0.456
O -0.975 0.122 1.827
C 0.903 0.568 -0.140
H 0.971 0.681 -1.216
H 1.443 -0.312 0.193
H 1.268 1.457 0.369



Referenced to the most stable arrangement, the calculated values in kJ/mol are P) 73.3; Q) 0.0.